10
Properties=species:S:1:pos:R:3:forces:R:3 method="wB97M-V/def2-TZVPD" de_lowest_kj_mol=302.7
C 0.57932 -0.78979 -0.05777 -6.8 3.5 0.5
C -0.91888 -0.61879 -0.19574 3.1 3.1 2.3
C -1.24388 0.84848 0.05593 2.8 -1.3 -1.8
H 1.23127 0.99270 0.18584 -2.4 9.2 -1.3
H 2.42178 -0.29198 -0.20610 -2.1 2.6 1.9
H 0.70277 -1.77598 -0.22150 2.2 -3.1 -0.1
H -1.72284 -1.36303 0.02295 1.3 0.2 -0.6
H -2.26684 1.17073 0.27722 0.0 0.2 0.1
N 1.51291 0.16947 0.26141 5.2 -14.4 -1.8
O -0.29560 1.65818 -0.12223 -3.3 0.1 0.9

14
Properties=species:S:1:pos:R:3:forces:R:3 method="wB97M-V/def2-TZVPD" de_lowest_kj_mol=393.6 smiles="Cl/N=C1/C=CC=C/C1=N/Cl"
C -0.33054 -0.47090 0.82848 -2.6 -0.9 0.7
C -0.00127 -1.56237 -0.06948 2.3 -1.8 -1.5
C 0.34529 -1.24232 -1.35275 -1.7 -1.5 4.7
C 0.37686 0.12420 -1.63576 0.7 1.4 -2.5
C 0.37741 1.21524 -0.80240 0.2 -0.3 -2.7
C 0.06544 0.90448 0.61634 4.1 2.8 0.1
H 0.04599 -2.63467 0.27481 -0.6 1.5 -0.1
H 0.41874 -2.00602 -2.08450 0.4 -0.3 -0.6
H 0.48953 0.00708 -2.73181 0.3 2.4 0.2
H 0.68469 2.24549 -1.31040 -1.0 -2.2 1.9
N -1.37514 -0.81004 1.48898 -0.1 0.3 1.1
N 0.65751 1.80320 1.38815 -1.9 -0.2 0.1
Cl -2.17817 0.50357 2.24187 -0.5 -0.3 0.1
Cl 0.42365 1.92305 3.14846 0.4 -0.9 -1.4

198
Properties=species:S:1:pos:R:3:forces:R:3 method="wB97M-V/def2-TZVPD" de_lowest_kj_mol=524.7 smiles=CC1(C)CCCC(C)(C)N1O.CC1(C)CCCC(C)(C)N1O.CC1(C)CCCC(C)(C)N1O.CC1(C)CCCC(C)(C)N1O.CC1(C)CCCC(C)(C)N1O.CC1(C)CCCC(C)(C)N1O.O.O.O.O.O.O
C 0.93880 -4.48134 3.92617 1.0 0.2 0.0
C 0.43472 -5.58225 4.83504 -2.0 1.6 0.7
C -0.73289 -4.96623 5.71255 -0.3 0.7 -0.2
C -1.96597 -4.66601 4.89064 0.6 -0.4 -1.5
C -2.35823 -5.97123 4.20276 -0.4 0.2 0.9
C -1.32256 -6.74067 3.33038 -0.3 2.2 1.3
N -0.07238 -6.77683 4.14757 -1.8 0.6 0.9
O 0.96189 -7.41339 3.47312 0.6 -0.6 -0.2
C -1.88170 -8.14628 3.16217 0.3 -0.1 -1.2
C -1.16318 -5.98422 1.96352 0.0 -1.5 0.6
C 1.50810 -5.91424 5.82966 0.0 -0.8 -0.1
H 1.82072 -4.87557 3.42128 -0.3 -0.1 -0.9
H 1.41839 -3.69781 4.51283 -0.4 0.3 0.3
H 0.18204 -4.02235 3.28997 0.3 -0.3 -0.2
H -0.99614 -5.55766 6.58948 0.1 -0.5 -0.2
H -0.48148 -3.98921 6.12526 0.9 0.0 0.1
H -1.71459 -3.90712 4.14969 0.1 0.2 -0.1
H -2.81224 -4.23503 5.42560 0.1 -0.3 0.4
H -3.30270 -5.81706 3.68093 0.0 -0.3 -0.4
H -2.56393 -6.55795 5.09806 -0.3 -0.8 -0.2
H -1.31749 -8.56229 2.32748 0.2 -0.8 0.3
H -1.91587 -8.77087 4.05482 0.6 0.2 0.0
H -2.90497 -8.15694 2.78681 -0.2 0.5 0.0
H -1.81122 -6.52637 1.27490 -0.2 0.5 -0.3
H -1.41660 -4.92598 2.02681 0.0 -0.2 -0.1
H -0.14971 -6.14005 1.59379 0.1 0.3 0.0
H 2.41173 -6.25838 5.32656 0.2 0.2 0.2
H 1.11497 -6.72200 6.44697 0.2 -0.1 0.3
H 1.66412 -5.02573 6.44147 0.4 -0.2 0.0
H 1.08975 -8.09577 4.13615 0.7 -0.6 -0.5
C 1.26052 -1.12352 -5.68559 -0.1 -0.7 -0.7
C 1.74029 -2.35642 -6.54699 0.2 1.5 0.2
C 3.05181 -2.01904 -7.35505 -0.4 -0.6 1.9
C 4.20222 -1.95001 -6.37043 0.5 0.5 0.3
C 4.35144 -3.27550 -5.61489 0.0 0.1 -0.9
C 3.08926 -3.72903 -4.82056 0.5 2.6 -1.3
N 1.92674 -3.56831 -5.75292 2.8 -0.4 -1.5
O 0.74358 -4.11137 -5.34599 -1.2 -0.1 1.4
C 3.25776 -5.16155 -4.43447 -1.1 -1.0 1.0
C 2.96119 -2.74932 -3.62114 -0.6 -0.5 1.2
C 0.68393 -2.65424 -7.59962 -0.1 -0.8 -0.5
H 2.00067 -0.56173 -5.11579 0.2 -0.1 -0.4
H 0.54029 -1.47746 -4.94797 -0.2 0.0 -0.2
H 0.75972 -0.49463 -6.42167 -0.1 0.5 0.4
H 3.24396 -2.85795 -8.02393 -0.1 0.1 -0.4
H 3.00022 -1.06161 -7.87348 -0.5 -0.2 -0.2
H 4.09164 -1.09291 -5.70616 -0.3 0.0 0.2
H 5.09001 -1.67322 -6.93904 0.4 -0.4 0.1
H 5.22916 -3.33440 -4.97127 -0.1 0.4 0.3
H 4.60951 -3.95401 -6.42799 -0.4 -0.7 0.1
H 4.24730 -5.53059 -4.16481 0.2 0.6 -0.1
H 2.63831 -5.30620 -3.54934 -0.1 -0.4 0.1
H 2.86164 -5.85159 -5.17947 0.1 0.2 -0.2
H 1.95998 -2.79831 -3.19302 -0.3 -0.2 -0.2
H 3.56687 -3.01726 -2.75543 0.5 -0.3 -0.2
H 3.13015 -1.68168 -3.76150 0.2 -0.3 -0.7
H 0.92014 -3.65910 -7.94971 -0.2 -0.3 -0.1
H 0.78629 -2.06407 -8.51029 0.0 0.5 0.3
H -0.35627 -2.63860 -7.27429 0.1 0.1 0.2
H 0.54723 -4.84044 -5.93886 0.1 -0.1 -0.1
C 4.74560 8.86687 -6.92166 0.3 -0.2 -0.3
C 4.19364 7.68322 -7.81346 0.0 1.1 2.4
C 4.96170 7.45122 -9.03986 3.5 -0.7 -1.2
C 6.23313 6.56921 -8.79875 -0.8 1.2 -2.0
C 5.84375 5.27909 -8.14670 1.6 0.7 0.5
C 5.15611 5.49293 -6.78017 0.5 -1.5 -0.3
N 4.04760 6.43142 -6.99106 2.8 -0.8 -4.2
O 3.27909 6.52280 -5.93233 -2.1 1.0 3.2
C 4.55496 4.10519 -6.40710 -0.2 0.2 0.0
C 6.18743 5.91139 -5.65780 -1.2 1.0 -0.9
C 2.83498 8.03318 -8.28879 -1.6 -0.4 1.0
H 4.08171 9.04465 -6.07564 0.1 -0.3 0.1
H 4.83251 9.84290 -7.39907 -0.4 -0.1 -0.7
H 5.76798 8.72558 -6.57114 -0.1 -0.5 0.2
H 4.46340 6.98077 -9.88749 -0.7 -0.4 0.5
H 5.27339 8.38645 -9.50493 0.0 0.4 0.4
H 7.12843 7.08161 -8.44662 -0.4 0.2 1.1
H 6.62666 6.30703 -9.78084 -0.2 -0.1 -0.4
H 6.85426 4.87668 -8.07571 -0.2 -1.1 0.8
H 5.32407 4.65906 -8.87718 -0.5 0.0 0.4
H 5.36856 3.40095 -6.23336 0.0 0.0 0.2
H 3.87496 4.10974 -5.55523 0.4 0.2 0.4
H 3.93132 3.68744 -7.19745 0.2 0.2 -0.4
H 5.57805 6.11502 -4.77729 0.3 -0.4 0.3
H 7.03303 5.24830 -5.47516 -0.4 -0.3 0.0
H 6.58683 6.89176 -5.91752 0.2 0.0 -0.1
H 2.54629 7.12586 -8.81938 -0.6 0.4 -0.5
H 2.74558 8.97443 -8.83116 0.2 -0.3 -0.3
H 2.19402 8.10618 -7.41020 -0.3 0.2 -0.1
H 2.49813 5.99488 -6.11401 -0.3 0.0 0.0
C 5.53601 3.04780 3.77237 -1.1 0.6 -0.5
C 5.15519 2.01958 4.86204 1.6 0.6 -1.1
C 6.52616 1.45104 5.33135 -0.2 -0.7 1.0
C 6.32443 0.51975 6.54656 0.7 0.5 -0.9
C 5.69380 1.34115 7.63039 -1.8 -0.2 0.4
C 4.29875 1.96657 7.32992 -0.6 1.5 -2.3
N 4.41552 2.67026 5.96413 3.7 -1.3 1.7
O 3.36501 3.43620 5.58392 -1.5 0.4 -0.5
C 3.11795 0.97236 7.17661 0.5 -0.3 1.5
C 4.00495 3.06792 8.40836 0.1 -0.6 -0.4
C 4.39412 0.91932 4.14367 -0.8 -1.4 -0.1
H 6.08441 3.95491 4.02638 0.0 -0.1 0.8
H 4.58479 3.36036 3.34159 0.0 0.3 -0.2
H 6.10370 2.62822 2.94184 0.0 -0.5 0.2
H 7.08583 0.92738 4.55633 -0.7 -0.2 -0.5
H 7.24623 2.23154 5.57716 -0.4 0.5 0.4
H 7.28466 0.14206 6.89787 0.2 0.1 0.1
H 5.77762 -0.38127 6.26861 -0.4 0.1 0.1
H 6.35896 2.16672 7.88355 0.0 -0.1 0.3
H 5.46139 0.69033 8.47331 0.5 0.2 0.5
H 3.36101 0.13536 6.52205 -0.1 0.3 -0.3
H 2.89534 0.50673 8.13668 0.2 -0.1 0.3
H 2.16342 1.44215 6.93945 0.3 0.2 -0.6
H 3.17302 3.72550 8.15623 -0.3 -0.5 -0.1
H 3.81934 2.55593 9.35256 -0.3 0.1 0.1
H 4.81577 3.77024 8.60182 0.5 -0.3 -0.3
H 4.54821 0.78149 3.07345 0.2 0.8 -0.2
H 3.31913 1.00228 4.30364 0.0 0.1 -0.1
H 4.69036 -0.07116 4.48906 -0.2 -0.1 0.5
H 3.68267 4.32798 5.74331 -0.2 0.3 -0.1
C -10.89662 -7.52508 2.77768 0.7 -0.8 0.6
C -9.37468 -7.38593 2.53664 1.2 0.0 -0.9
C -8.87940 -8.38108 1.36807 -2.0 1.4 -0.8
C -9.14277 -7.81677 -0.05200 0.7 -1.4 0.7
C -8.52842 -6.47669 -0.15625 -0.7 0.7 -0.2
C -9.10126 -5.40099 0.83406 0.7 -0.5 -1.0
N -8.99593 -5.92029 2.17723 0.8 -4.2 -0.7
O -9.48234 -5.05604 3.10859 -0.5 1.1 1.2
C -8.00928 -4.27295 0.76836 -1.3 -0.3 -0.6
C -10.54248 -4.98584 0.34371 1.1 0.2 0.7
C -8.55465 -7.90088 3.79216 -0.7 1.5 0.0
H -11.37594 -7.91854 1.88127 -0.4 0.5 0.1
H -11.37446 -6.67668 3.26756 0.1 0.5 -0.8
H -11.02688 -8.26216 3.57005 0.0 -0.6 -0.2
H -7.82528 -8.64927 1.43870 -0.1 0.1 0.3
H -9.52315 -9.26000 1.33364 0.3 -0.4 1.0
H -10.15877 -7.94798 -0.42432 -0.3 0.5 0.5
H -8.58281 -8.45553 -0.73503 0.1 -0.2 -0.1
H -8.70921 -6.18276 -1.19018 0.3 0.7 0.0
H -7.45978 -6.65654 -0.03888 0.2 0.5 0.2
H -7.07046 -4.72574 1.08726 0.0 0.1 -0.3
H -8.03437 -4.01753 -0.29100 0.7 0.5 0.0
H -8.16605 -3.37235 1.36203 -0.4 -0.1 0.0
H -10.84558 -4.18347 1.01634 -0.3 0.1 -0.3
H -10.50465 -4.66894 -0.69852 0.1 0.4 0.1
H -11.29753 -5.77150 0.37089 0.3 -0.3 0.3
H -8.15052 -8.90415 3.65713 -0.5 -0.1 0.1
H -9.20405 -7.80067 4.66183 0.1 -0.5 0.2
H -7.70369 -7.27185 4.05351 0.1 0.2 -0.5
H -8.65591 -4.70176 3.44490 -0.2 0.4 0.6
C -2.90782 1.91129 -1.25981 -0.2 0.3 -0.1
C -2.29541 1.87759 0.17032 1.0 -0.8 0.1
C -1.19572 0.73998 0.14701 1.5 1.0 -0.1
C 0.13522 1.24714 -0.47625 -0.6 0.1 0.0
C 0.54994 2.65309 -0.00967 -1.1 0.4 -0.5
C -0.55212 3.76962 -0.09015 2.7 -0.7 0.6
N -1.71591 3.19086 0.60707 2.7 -1.5 0.2
O -2.60914 4.18400 0.76373 -2.2 0.9 0.0
C 0.01106 5.09983 0.66328 -1.8 -1.0 -0.2
C -0.67133 4.20574 -1.54216 -0.1 0.9 -0.6
C -3.28868 1.34160 1.18820 -1.7 -0.1 -0.9
H -3.63939 1.14022 -1.50136 0.0 -0.3 0.6
H -2.15905 1.80915 -2.04531 0.2 0.2 0.2
H -3.46094 2.83115 -1.44957 0.1 0.3 0.0
H -0.90657 0.31492 1.10816 -0.5 0.5 0.6
H -1.58100 -0.13645 -0.37407 -0.2 0.2 -0.4
H 0.06101 1.18619 -1.56202 0.0 0.3 -0.2
H 1.01039 0.64765 -0.22568 -0.3 -0.6 0.1
H 1.33174 2.93642 -0.71438 0.5 0.3 0.6
H 0.86374 2.60865 1.03324 0.4 0.0 -0.1
H -0.29932 5.14775 1.70706 0.3 -0.5 0.2
H 1.07998 5.28593 0.55906 -0.1 -0.4 -0.2
H -0.55014 5.94073 0.25580 0.2 0.2 -0.3
H 0.23358 4.68487 -1.91589 0.7 -0.4 0.5
H -0.87116 3.44929 -2.30108 -0.5 0.1 0.3
H -1.26583 5.11742 -1.60138 -1.1 -0.4 -0.3
H -3.00938 1.16431 2.22679 0.6 0.1 -0.3
H -3.60607 0.42326 0.69422 0.2 -0.6 0.5
H -4.25880 1.83850 1.19595 0.1 0.8 0.1
H -2.89391 4.33234 -0.14098 -0.8 0.8 -0.3
O -3.88558 8.35773 3.12447 -0.3 0.1 0.0
H -3.02099 8.71783 2.92689 0.3 0.2 0.0
H -3.78951 7.41500 2.98932 0.0 -0.3 0.0
O -4.04146 3.82573 6.06126 -0.2 0.1 0.2
H -3.09896 3.70188 5.94910 0.4 -0.1 -0.1
H -4.39296 3.81183 5.17105 -0.1 0.0 -0.2
O -0.45847 10.38106 3.32736 -0.3 -0.2 0.0
H -0.62832 11.31571 3.20975 -0.1 0.2 0.0
H 0.36517 10.22675 2.86471 0.4 -0.1 -0.1
O -5.66960 6.68905 -2.15955 0.2 -0.2 -0.1
H -6.40645 6.94699 -2.71340 -0.2 0.0 -0.2
H -5.81637 7.15125 -1.33428 0.0 0.1 0.3
O -0.79826 2.70270 4.86700 -0.3 0.0 0.2
H 0.00989 3.19300 5.01776 0.3 0.1 0.1
H -0.77590 2.48375 3.93545 -0.1 0.0 -0.4
O 2.93833 10.20684 1.61625 -0.2 0.0 0.2
H 2.53576 10.56241 0.82396 -0.1 0.1 -0.2
H 3.74043 9.78437 1.30904 0.2 -0.1 0.0

12
Properties=species:S:1:pos:R:3:forces:R:3 method="wB97M-V/def2-TZVPD" smiles="CC(=O)P(=O)(Cl)Cl.Br"
C 1.83258 -0.36534 0.23732 1.9 0.7 -0.3
C 0.42040 -0.39174 -0.23345 -0.4 0.3 -1.1
O 0.43671 2.45174 -0.04841 1.1 0.3 -0.6
O -0.14010 -1.14142 -1.00180 1.0 0.7 1.3
P -0.37304 1.27284 0.19541 -0.1 0.5 0.8
Cl -0.97904 1.36790 2.09877 0.0 -0.7 0.6
Cl -2.06426 1.32304 -0.74795 -1.4 -0.2 -1.0
Br -3.11749 -2.24294 -0.20036 -0.3 -0.6 0.9
H 2.51976 0.08624 -0.53591 -0.9 -1.1 -0.1
H 2.08508 0.42315 0.94400 -0.9 0.0 0.7
H 2.25244 -1.28647 0.63075 -0.2 -0.3 -0.4
H -2.87305 -1.49700 -1.33837 0.2 0.5 -0.8

22
Properties=species:S:1:pos:R:3:forces:R:3 method="wB97M-V/def2-TZVPD" de_lowest_kj_mol=197.0 smiles="C/C=C/C=C/CCC"
C -2.85859 2.79816 -0.67597 -1.5 2.4 -0.7
C -1.35503 2.55085 -0.70644 0.0 0.1 -0.7
C -1.13873 1.02612 -0.55402 -1.8 0.8 -0.8
C 0.35735 -0.81473 -0.04389 0.5 0.4 0.9
C 0.18995 0.37237 -0.66160 -0.2 -1.1 0.6
C 2.98155 -3.35984 1.16550 1.1 -0.4 2.6
C 1.74521 -2.60583 0.98370 -0.9 1.2 -0.7
C 1.62655 -1.38646 0.41771 0.1 -0.2 -1.1
H -3.12270 3.70319 -1.27562 0.6 -0.3 0.1
H -3.28168 3.15171 0.28128 0.4 -0.9 0.0
H -3.53576 2.08852 -1.16051 0.4 -0.5 0.4
H -0.95595 2.94978 -1.68399 -0.2 -0.5 1.0
H -0.96845 3.16859 0.12080 0.5 -0.4 -0.4
H -1.95530 0.63358 -1.20884 1.0 -0.3 -0.1
H -1.55651 0.80791 0.41403 0.0 -0.3 0.6
H -0.49964 -1.38459 0.29909 -0.4 0.3 0.2
H 1.00164 0.82940 -1.20108 0.3 0.4 0.2
H 2.96770 -3.80922 2.18651 -0.1 -0.1 -0.6
H 3.85669 -2.73164 1.25930 0.3 0.4 -0.6
H 3.18908 -4.18830 0.50118 -0.2 0.0 -0.5
H 0.84076 -3.07941 1.36838 -0.1 -0.1 -0.5
H 2.47183 -0.72018 0.17447 0.1 -0.8 0.1

50
Properties=species:S:1:pos:R:3:forces:R:3 method="wB97M-V/def2-TZVPD" total_charge=+1
Al -0.40113 -0.35911 0.00356 0.0 0.5 0.1
O -3.76311 3.81614 0.26356 0.0 0.0 0.0
C -4.13059 3.01788 -0.79266 0.0 0.1 0.0
C -5.08379 3.38902 -1.72667 0.0 0.1 0.0
C -5.35210 2.54711 -2.79577 0.0 -0.1 0.0
C -4.66832 1.34628 -2.93592 0.0 0.1 0.0
C -3.72460 0.98306 -1.98677 0.0 -0.1 0.0
C -3.45952 1.80842 -0.90444 0.0 -0.1 -0.1
C -2.45813 1.44272 0.16019 0.2 -0.1 -0.1
O -2.02783 0.13800 0.07100 -0.3 -0.1 0.0
N -1.24957 2.29488 0.02292 -0.2 0.0 0.0
N -0.06218 1.69513 0.01207 -0.2 -0.4 0.0
C 1.02784 2.36939 -0.06009 0.3 0.2 0.0
C 2.31605 1.74022 -0.23129 -0.4 -0.2 0.0
Br 2.16689 -0.12834 -0.61189 0.1 -0.1 -0.1
C 3.53737 2.26689 -0.23004 0.3 0.3 0.0
C 3.92863 3.63593 0.11673 0.0 0.0 -0.1
C 5.10038 4.13265 -0.45890 0.0 0.0 -0.1
C 5.52544 5.42293 -0.19296 0.0 0.0 0.0
C 4.79655 6.22648 0.67360 0.0 0.0 0.0
C 3.64987 5.73123 1.28017 0.0 0.0 0.0
C 3.21848 4.44517 1.00680 -0.1 0.0 0.1
H -4.34604 4.58197 0.31742 0.0 0.0 0.0
H -5.60582 4.33491 -1.62340 0.0 0.0 0.0
H -6.09796 2.83586 -3.52487 0.0 0.0 0.0
H -4.87566 0.69466 -3.77462 0.0 0.0 0.0
H -3.20116 0.03853 -2.07034 0.0 0.0 0.0
H -2.88836 1.63481 1.14533 0.0 -0.1 0.1
H -1.31838 3.29953 0.09520 0.0 0.0 0.0
H 0.99239 3.45358 -0.08098 0.0 0.0 0.0
H 4.35023 1.62122 -0.54559 0.0 0.0 0.1
H 5.67270 3.50254 -1.13062 0.0 0.0 0.0
H 6.42925 5.79824 -0.65455 0.0 0.0 0.0
H 5.13411 7.23100 0.89416 0.0 0.0 0.0
H 3.10117 6.34482 1.98294 0.0 0.0 0.0
H 2.36011 4.05623 1.54018 0.0 0.0 0.0
Cl -1.61652 -4.06827 -5.43997 0.0 0.0 0.0
C -1.21336 -3.57151 -3.83105 0.0 0.0 0.0
C -2.20506 -3.07896 -2.99650 0.0 0.0 0.0
C -1.87643 -2.67203 -1.71278 0.0 0.0 0.0
C -0.56238 -2.76098 -1.24106 0.0 0.0 0.0
C -0.19631 -2.27717 0.14855 0.0 0.0 0.0
C 0.41127 -3.26874 -2.09889 0.0 0.0 -0.1
C 0.09366 -3.67347 -3.38809 0.1 0.0 0.0
H -3.22645 -3.02198 -3.35028 0.0 0.0 0.0
H -2.65608 -2.29282 -1.05945 0.0 0.0 0.0
H 0.81501 -2.58245 0.40754 0.0 -0.1 0.1
H -0.87595 -2.66646 0.90688 -0.1 0.0 0.0
H 1.43530 -3.36947 -1.75349 0.0 0.0 0.0
H 0.85508 -4.07485 -4.04389 0.0 0.0 0.0

Summary of HOMO in Ha
-0.312 -0.327 -0.294 -0.387 -0.294 -0.408
(order as listed above)
Summary of E_tot in Ha
-247.19193 -1260.74421 -3364.03524 -4064.89368 -313.14236 -4424.90705
(order as listed above)
Summary of HOMO-LUMO gap in eV
9.0 7.4 8.1 10.0 9.1 7.2
(order as listed above)